Entry 1:
A cluster of 15 separate species, C44H125N7O23 in total in a non-equilibrium geometry. Source: the OMol25 dataset; level of theory: the ωB97M-V functional and the def2-TZVPD basis.

Cartesian coordinates (Å):
1 C -0.7135 2.7551 0.7411
2 C -0.1202 1.5062 0.0815
3 C -0.8557 0.1746 0.5607
4 O -0.5792 -0.8789 -0.3805
5 C -1.1768 -2.1909 0.0142
6 N -0.0248 1.4721 -1.4111
7 H 0.0035 3.5667 0.6172
8 H -1.0421 2.5947 1.7679
9 H -1.4805 3.2909 0.1820
10 H 0.8284 1.4248 0.6122
11 H -1.8703 0.5058 0.3393
12 H -0.6205 -0.0058 1.6096
13 H -2.2655 -2.2096 -0.0342
14 H -0.7292 -2.4885 0.9625
15 H -0.7727 -2.8376 -0.7646
16 H -0.0855 0.4644 -1.4430
17 H -0.9716 1.7842 -1.5729
18 C -5.4645 4.6561 -1.0364
19 C -5.1072 3.4899 -1.9381
20 C -3.5925 3.1303 -1.5856
21 O -2.9510 1.9467 -2.0659
22 C -3.0836 1.8622 -3.4782
23 N -5.9674 2.3160 -1.7483
24 H -6.5131 4.8956 -1.2134
25 H -4.8242 5.5356 -0.9694
26 H -5.3815 4.2591 -0.0247
27 H -4.9998 3.6650 -3.0086
28 H -3.6542 3.0351 -0.5015
29 H -2.9976 4.0317 -1.7325
30 H -2.4963 0.9982 -3.7892
31 H -2.7717 2.7421 -4.0408
32 H -4.0761 1.5135 -3.7635
33 H -6.8838 2.4200 -2.1599
34 H -5.5891 1.5072 -2.2203
35 C 3.7262 -6.5519 1.1110
36 C 2.3551 -5.8514 1.2113
37 C 1.3616 -6.5321 0.2383
38 O 0.0594 -5.8265 0.4312
39 C -0.8234 -5.9809 -0.6312
40 N 1.9540 -6.0559 2.5714
41 H 4.0094 -6.3432 0.0794
42 H 3.8464 -7.6050 1.3649
43 H 4.4042 -5.9655 1.7312
44 H 2.5423 -4.8032 0.9785
45 H 1.2026 -7.5858 0.4675
46 H 1.6455 -6.5177 -0.8140
47 H -0.2566 -5.8920 -1.5580
48 H -1.5978 -5.2140 -0.6203
49 H -1.2162 -6.9955 -0.6972
50 H 0.9587 -5.8897 2.5299
51 H 2.3487 -5.1831 2.8915
52 C -1.7117 -5.2819 5.1192
53 C -2.9092 -4.3958 4.8916
54 C -4.1058 -5.0327 4.1757
55 O -3.6138 -5.6328 2.9396
56 C -3.4466 -4.6808 1.9200
57 N -3.3192 -3.8416 6.1107
58 H -1.7964 -6.1585 5.7615
59 H -0.8873 -4.7366 5.5786
60 H -1.4486 -5.6763 4.1376
61 H -2.5635 -3.4989 4.3775
62 H -4.8666 -4.3483 3.8005
63 H -4.4605 -5.8749 4.7699
64 H -3.0584 -3.7583 2.3517
65 H -4.2580 -4.5346 1.2070
66 H -2.7483 -5.3083 1.3662
67 H -3.6233 -4.4504 6.8570
68 H -2.5899 -3.3170 6.5722
69 C -0.5271 6.4877 0.7993
70 C 0.5591 7.5270 0.8446
71 C 2.0366 7.1100 0.4624
72 O 2.5376 6.0360 1.3520
73 C 3.7648 5.3980 1.0059
74 N 0.1439 8.5730 -0.0057
75 H -0.7179 6.0028 -0.1581
76 H -1.3788 6.7628 1.4214
77 H -0.3133 5.6892 1.5098
78 H 0.5316 7.8696 1.8790
79 H 2.8654 7.8074 0.5843
80 H 1.9934 6.7250 -0.5564
81 H 4.2368 5.0411 1.9213
82 H 4.4138 6.1858 0.6234
83 H 3.6108 4.4843 0.4319
84 H 0.8133 8.7717 -0.7355
85 H -0.7528 8.4086 -0.4404
86 C 7.5738 3.4846 2.6015
87 C 7.2599 2.0383 2.2477
88 C 5.8387 1.6173 2.5232
89 O 4.8507 2.5047 1.9048
90 C 3.4631 2.1609 2.0398
91 N 7.3825 2.1000 0.7087
92 H 8.5823 3.8297 2.3738
93 H 7.5428 3.6768 3.6740
94 H 6.7885 4.1540 2.2504
95 H 7.9917 1.3699 2.7014
96 H 5.5392 1.4605 3.5595
97 H 5.6719 0.6180 2.1212
98 H 3.1137 2.4919 3.0177
99 H 3.0157 1.1775 1.8954
100 H 2.9735 2.8437 1.3454
101 H 6.4833 2.5408 0.5775
102 H 8.0299 2.8250 0.4341
103 C -5.6679 -2.1258 -6.3955
104 C -5.6042 -1.2811 -5.1008
105 C -4.4647 -1.5859 -4.0092
106 O -4.5050 -2.9838 -3.6257
107 C -3.4746 -3.2817 -2.6506
108 N -5.5119 0.0966 -5.4970
109 H -6.2065 -1.8143 -7.2906
110 H -5.9406 -3.1333 -6.0812
111 H -4.6883 -2.3078 -6.8374
112 H -6.5096 -1.4607 -4.5211
113 H -4.7261 -0.8460 -3.2527
114 H -3.5077 -1.2888 -4.4382
115 H -2.6319 -2.5908 -2.6270
116 H -3.1686 -4.3171 -2.8002
117 H -3.8747 -3.1592 -1.6441
118 H -6.0308 0.1840 -6.3591
119 H -4.5593 0.2270 -5.8062
120 C -3.8611 4.3912 3.3285
121 C -3.5656 4.1767 4.8720
122 O -3.3131 5.4368 5.4614
123 O -2.8289 4.8406 2.6235
124 H -4.5897 5.1853 3.1651
125 H -4.1370 3.5130 2.7448
126 H -2.6280 3.6345 4.9954
127 H -4.1576 3.4745 5.4590
128 H -2.5046 5.7097 5.0216
129 H -2.6859 5.7764 2.7828
130 C 1.2001 -0.8561 4.7209
131 C 0.7810 -2.0599 4.0311
132 O 1.9845 -2.9219 3.9842
133 O 2.2808 -0.1250 4.0141
134 H 1.3499 -1.1645 5.7556
135 H 0.2790 -0.2748 4.7642
136 H 0.4062 -1.8253 3.0348
137 H -0.0282 -2.6346 4.4817
138 H 2.6902 -2.4317 3.5560
139 H 2.5172 0.6048 4.5912
140 C 0.0753 4.2242 -4.0487
141 C 1.5373 3.8173 -3.8184
142 O 1.9817 2.5840 -4.4204
143 O -0.2814 4.5378 -5.4461
144 H -0.0919 5.2699 -3.7906
145 H -0.7078 3.5510 -3.6999
146 H 1.8056 3.9212 -2.7670
147 H 2.1061 4.6031 -4.3154
148 H 1.4938 1.8394 -4.0611
149 H -0.0254 3.7392 -5.9133
150 C 5.3418 1.0849 -1.8796
151 C 4.0416 1.8232 -1.6029
152 O 2.9189 0.9538 -1.7751
153 O 5.6293 0.0847 -0.8631
154 H 6.0676 1.8792 -2.0540
155 H 5.2477 0.4979 -2.7932
156 H 3.9491 2.6467 -2.3109
157 H 4.0982 2.1555 -0.5664
158 H 2.0888 1.3713 -1.5339
159 H 6.2529 0.4841 -0.2522
160 C 1.3875 -1.0647 -4.5595
161 C 2.6654 -1.4393 -3.9184
162 O 3.1504 -2.5919 -4.6457
163 O 1.7599 -0.2623 -5.6417
164 H 0.8168 -0.4024 -3.9085
165 H 0.7657 -1.9316 -4.7826
166 H 2.3349 -1.7662 -2.9325
167 H 3.4926 -0.7317 -3.9744
168 H 2.6363 -3.3334 -4.3179
169 H 2.3041 -0.7992 -6.2225
170 C 2.6369 -1.9123 0.7513
171 C 4.1532 -1.9537 1.2015
172 O 4.2569 -2.0694 2.5878
173 O 2.7516 -1.6454 -0.6655
174 H 2.0646 -1.0845 1.1700
175 H 2.0682 -2.8058 1.0091
176 H 4.8110 -1.1365 0.9054
177 H 4.7072 -2.7685 0.7355
178 H 5.2077 -2.1884 2.6464
179 H 3.2542 -0.8285 -0.7061
180 C -5.9636 0.7756 1.6374
181 C -4.6930 -0.0668 1.4866
182 O -4.9023 -1.4353 1.9331
183 O -6.1156 1.4100 2.8451
184 H -6.8609 0.1643 1.5412
185 H -6.1709 1.6011 0.9565
186 H -3.6997 0.2428 1.8115
187 H -4.4314 -0.3302 0.4617
188 H -4.7302 -1.4510 2.8774
189 H -6.9698 1.1801 3.2182
190 C 4.0513 -5.6801 -3.1036
191 C 3.3139 -4.6361 -2.2580
192 O 1.9687 -4.5918 -2.7744
193 O 3.6056 -6.9564 -2.6663
194 H 5.1211 -5.6967 -2.8955
195 H 3.9085 -5.5474 -4.1761
196 H 3.7694 -3.6688 -2.4703
197 H 3.4611 -4.8156 -1.1930
198 H 1.5419 -3.9311 -2.2242
199 H 2.7223 -7.0847 -3.0196

spin multiplicity = 2
frontier orbital gap (alpha / beta) = 0.0569 / 0.3326 Ha
net charge = -1

Mulliken atomic charge list, values in e, 8 entries: number 1, C, carries -1.592; number 2, C, carries 1.711; number 3, C, carries -0.665; number 4, O, carries -0.022; number 5, C, carries -0.249; number 6, N, carries 0.690; number 7, H, carries 0.290; number 8, H, carries 0.592


Entry 2:
A structure of composition C44H25AuF15GeI2NP2S. Source: the OMol25 dataset; level of theory: the ωB97M-V functional and the def2-TZVPD basis.

Cartesian coordinates (Å):
1 Au -2.6020 0.9029 0.0128
2 C 1.4929 2.6135 1.4955
3 N 0.3739 1.9588 0.7580
4 P 0.8082 1.1427 -0.6321
5 C 2.4292 0.4680 -0.3422
6 C 3.4586 0.7413 -1.2425
7 C 4.7528 0.3405 -0.9418
8 C 5.0145 -0.3077 0.2564
9 C 3.9842 -0.5860 1.1518
10 C 2.6897 -0.2017 0.8562
11 C 0.8509 2.2629 -2.0220
12 C 0.8163 1.7756 -3.3294
13 C 0.8934 2.6592 -4.3938
14 C 1.0137 4.0231 -4.1599
15 C 1.0656 4.5096 -2.8596
16 C 0.9864 3.6334 -1.7897
17 P -1.1134 1.7669 1.6338
18 C -0.5814 0.8660 3.1001
19 C -0.4832 -0.5209 2.9752
20 C 0.0229 -1.2866 4.0120
21 C 0.4248 -0.6667 5.1890
22 C 0.3313 0.7129 5.3201
23 C -0.1651 1.4831 4.2785
24 C -1.5881 3.4308 2.1375
25 C -1.2684 4.5478 1.3701
26 C -1.7870 5.7911 1.7008
27 C -2.6391 5.9216 2.7885
28 C -2.9800 4.8066 3.5429
29 C -2.4631 3.5624 3.2182
30 H 2.2988 2.8789 0.8142
31 H 1.8865 1.9600 2.2723
32 H 1.1144 3.5270 1.9508
33 H 3.2575 1.2696 -2.1651
34 H 5.5555 0.5475 -1.6363
35 H 6.0286 -0.5983 0.4993
36 H 4.1974 -1.0922 2.0845
37 H 1.8905 -0.4024 1.5634
38 H 0.7228 0.7131 -3.5202
39 H 0.8576 2.2815 -5.4066
40 H 1.0723 4.7090 -4.9945
41 H 1.1681 5.5712 -2.6797
42 H 1.0250 4.0235 -0.7835
43 H -0.8095 -1.0022 2.0588
44 H 0.0937 -2.3618 3.9071
45 H 0.8080 -1.2605 6.0081
46 H 0.6482 1.1920 6.2366
47 H -0.2273 2.5582 4.3894
48 H -0.6296 4.4489 0.5034
49 H -1.5262 6.6579 1.1083
50 H -3.0395 6.8921 3.0487
51 H -3.6489 4.9052 4.3871
52 H -2.7418 2.6978 3.8095
53 I -5.1783 1.6151 -0.4901
54 C -4.5770 3.6167 -0.9262
55 I -2.7731 3.7266 -2.0250
56 H -4.4440 4.1262 0.0204
57 H -5.3732 4.0556 -1.5158
58 F 1.2827 -3.7549 1.3773
59 C 2.0765 -3.4637 0.3394
60 C 1.5671 -2.7837 -0.7549
61 C 2.4545 -2.4471 -1.7642
62 F 2.0106 -1.7344 -2.8108
63 C 3.7854 -2.8058 -1.7271
64 F 4.6099 -2.4663 -2.7060
65 C 4.2594 -3.5052 -0.6248
66 F 5.5374 -3.8143 -0.5475
67 C 3.4053 -3.8318 0.4176
68 F 3.8742 -4.4501 1.4914
69 Ge -0.3089 -2.4635 -1.0163
70 S -0.6408 -0.1545 -1.2810
71 C -0.9904 -2.9652 -2.7634
72 C -0.3284 -3.7628 -3.6819
73 F 0.9038 -4.2064 -3.4223
74 C -0.9160 -4.1413 -4.8776
75 F -0.2595 -4.9005 -5.7382
76 C -2.2071 -3.7228 -5.1663
77 F -2.7749 -4.0753 -6.3006
78 C -2.9057 -2.9373 -4.2577
79 F -4.1417 -2.5408 -4.5237
80 C -2.2840 -2.5821 -3.0797
81 F -2.9733 -1.8327 -2.1914
82 C -1.4774 -3.3619 0.2537
83 C -2.5251 -2.8959 1.0223
84 F -2.8491 -1.5894 1.0129
85 C -3.2896 -3.7304 1.8177
86 F -4.2814 -3.2346 2.5444
87 C -3.0197 -5.0907 1.8401
88 F -3.7445 -5.8932 2.5894
89 C -1.9908 -5.6037 1.0602
90 F -1.7329 -6.8987 1.0601
91 C -1.2504 -4.7324 0.2874
92 F -0.2701 -5.2340 -0.4816

energy relative to the best compared isomer or geometry (same formula, charge and spin) = 0.0 kcal per mole
frontier orbital gap = 0.2893 Ha
net charge = +2

Mulliken atomic charge list, values in e, 8 entries: number 1, Au, carries 0.233; number 2, C, carries -1.558; number 3, N, carries 0.430; number 4, P, carries 1.168; number 5, C, carries 1.159; number 6, C, carries -0.752; number 7, C, carries -0.944; number 8, C, carries -0.848